The ion C5H12N with charge +1 in a non-equilibrium geometry, computed with the ωB97M-V functional and the def2-TZVPD basis.

The calculation puts the LUMO energy at -3.38 eV. The HOMO energy comes out at -14.9 eV. Its SMILES is C=C(C)[NH2+]CC. The charge is +1.

CARTESIAN COORDINATES (ANGSTROEM)
1 N 0.441 0.848 -0.448
2 C 1.425 -0.104 0.186
3 C 1.060 -1.527 -0.189
4 C -0.766 0.698 -0.128
5 C -1.614 0.334 -1.025
6 C -1.110 0.658 1.285
7 H -2.252 0.744 1.275
8 H -0.932 -0.340 1.713
9 H 0.272 -1.949 0.448
10 H 1.933 -2.094 0.151
11 H -1.178 0.489 -1.991
12 H 1.309 -0.122 1.297
13 H 0.915 1.720 -0.472
14 H -2.651 0.057 -0.974
15 H 1.095 -1.614 -1.286
16 H -0.662 1.403 1.802
17 H 2.398 0.266 -0.197
18 H 0.320 0.534 -1.448

Force components x, y, z for each atom (eV/Å):
N 9.1407 -0.5980 -4.8615
C 0.0952 -0.8810 0.8586
C 1.8966 0.0040 0.0687
C -9.1930 -1.1543 5.3259
C -1.0910 0.1955 -2.4369
C -4.0197 -2.3576 -0.5275
H 1.6702 0.1939 0.6683
H 0.2908 0.4124 0.0859
H -0.3598 0.2666 -1.0136
H 0.0330 -0.1121 -0.1624
H -0.5365 -0.6035 -1.3012
H 0.4694 1.0901 -0.8835
H -0.0503 1.7423 0.3987
H -0.0744 0.1024 0.3765
H -0.8797 -0.5299 0.3900
H 1.2211 2.2693 2.0604
H -0.4043 -0.6263 0.5920
H 1.7916 0.5860 0.3616

Atom charges from the Mulliken analysis, given in e for atoms 1 to 6:
1 N 0.08
2 C -0.50
3 C -1.04
4 C 0.72
5 C -1.00
6 C -1.47

---

The ion C5H12N with charge +1 in a non-equilibrium geometry, computed with the ωB97M-V functional and the def2-TZVPD basis.

The calculation puts the LUMO energy at -3.50 eV. The HOMO energy comes out at -13.7 eV. Its SMILES is C=CCCC[NH3+]. The charge is +1.

CARTESIAN COORDINATES (ANGSTROEM)
1 N 0.408 1.006 1.469
2 C -2.012 -0.828 0.320
3 C -1.490 -0.171 -0.748
4 C 1.368 0.826 0.310
5 C -0.195 -0.644 -1.345
6 C 1.141 -0.409 -0.565
7 H 1.931 -0.331 -1.336
8 H -2.924 -0.536 0.824
9 H 1.493 -1.369 -0.149
10 H -2.282 0.246 -1.339
11 H -1.581 -1.682 0.863
12 H 0.330 0.168 2.050
13 H -0.536 1.200 1.044
14 H -0.008 -0.148 -2.288
15 H -0.304 -1.690 -1.626
16 H 0.953 1.625 2.071
17 H 1.363 1.725 -0.339
18 H 2.347 1.010 0.782

Force components x, y, z for each atom (eV/Å):
N 0.3652 -0.5284 -0.7873
C 0.4994 0.4892 0.5499
C -0.9375 -2.6524 1.4806
C 0.5402 0.3563 -0.7165
C 0.6905 1.1041 -0.5039
C 1.2201 -1.2452 -0.3711
H -0.3791 0.3301 0.1287
H -0.4667 0.0881 -0.6438
H -0.4786 0.5295 0.8133
H 0.2632 1.3773 -0.3619
H 0.6044 0.4858 -0.3446
H -0.1696 -0.3225 -0.4836
H 0.6731 0.3726 1.1207
H -0.4008 0.2545 -0.3192
H 0.2493 -0.1624 0.2877
H -1.3345 0.9987 0.0803
H -0.9381 -0.2376 0.4511
H -0.0003 -1.2376 -0.3805

Atom charges from the Mulliken analysis, given in e for atoms 1 to 6:
1 N -0.27
2 C -0.72
3 C -0.47
4 C -0.70
5 C -0.46
6 C -0.69

---

The ion C5H12N with charge +2 in a non-equilibrium geometry, computed with the ωB97M-V functional and the def2-TZVPD basis.

The calculation puts the LUMO energy (spin up / spin down) at -9.31 / -12.98 eV. The spin multiplicity is 2. The HOMO energy (spin up / spin down) comes out at -20.8 / -20.9 eV. The charge is +2.

CARTESIAN COORDINATES (ANGSTROEM)
1 N 1.425 0.392 1.298
2 C -1.094 -1.037 -0.742
3 C 0.048 1.219 -0.651
4 C -1.194 0.357 -0.215
5 C 1.464 0.924 -0.164
6 C -1.161 -2.113 0.121
7 H -0.056 0.991 -1.725
8 H -1.992 0.783 -0.860
9 H -1.648 -1.936 1.078
10 H 2.009 1.844 0.058
11 H -0.172 2.279 -0.814
12 H 1.050 -0.552 1.307
13 H -1.492 0.470 0.824
14 H -0.840 -1.130 -1.798
15 H 2.047 0.260 -0.791
16 H 0.988 1.033 1.957
17 H 2.395 0.215 1.582
18 H -0.779 -3.132 0.032

Force components x, y, z for each atom (eV/Å):
N 1.1578 -1.1018 -1.3575
C 0.6759 1.2205 0.1770
C -0.9695 -0.2977 -2.5659
C 0.4580 0.1364 -0.2800
C -0.6055 0.9703 1.8808
C -0.6390 -0.8079 1.1254
H 1.1880 -0.1167 -0.0750
H -0.1079 0.0512 0.2460
H -0.1445 -0.0357 0.0010
H 0.0218 0.0913 -1.0061
H -0.1308 0.0051 1.3385
H -0.6390 0.0707 0.4749
H -0.0999 -0.3639 0.1096
H -0.2232 -0.2364 0.0177
H 0.0450 -0.2444 0.1908
H -0.2032 -0.0464 0.1108
H 0.0894 0.4665 0.2628
H 0.1266 0.2390 -0.6509

Atom charges from the Mulliken analysis, given in e for atoms 1 to 6:
1 N -0.31
2 C 0.28
3 C -0.66
4 C -0.61
5 C -0.54
6 C -0.64

---

A cluster of 2 separate species, C5H12N in total in a non-equilibrium geometry, computed with the ωB97M-V functional and the def2-TZVPD basis.

The calculation puts the LUMO energy (spin up / spin down) at -10.97 / -13.57 eV. The spin multiplicity is 2. The HOMO energy (spin up / spin down) comes out at -19.1 / -19.1 eV. The charge is +2.

CARTESIAN COORDINATES (ANGSTROEM)
1 N 4.154 1.686 0.403
2 C -1.804 -0.588 0.718
3 C -1.396 0.262 -1.618
4 C 0.575 -0.177 0.475
5 C -2.110 -0.776 -0.782
6 C -0.367 -0.947 0.956
7 H -1.274 0.004 -2.668
8 H -1.940 0.475 0.952
9 H 4.880 1.308 -0.229
10 H 4.498 1.933 1.344
11 H 1.429 0.100 1.094
12 H 3.292 1.127 0.404
13 H -2.438 -1.170 1.381
14 H -1.882 1.237 -1.568
15 H -1.785 -1.781 -1.072
16 H -0.370 0.339 -1.137
17 H -3.193 -0.736 -0.951
18 H -0.141 -1.853 1.531

Force components x, y, z for each atom (eV/Å):
N 0.7936 -2.0804 0.8921
C -1.1752 0.5950 0.4425
C -0.8289 -0.0072 0.5135
C -0.2092 -3.0975 1.3712
C 0.9557 -0.5398 -0.7498
C 0.1410 1.4599 -0.9525
H 0.3390 -0.1862 0.0747
H -0.1029 -0.1830 0.0731
H -0.0932 0.7612 -0.3531
H -0.1005 0.7827 -0.2593
H -0.2030 1.2899 -0.5799
H -0.1086 0.7661 -0.3986
H -0.0258 -0.0859 -0.0843
H 0.1689 0.0470 0.1790
H -0.1974 0.0652 -0.0845
H 0.3747 0.3701 -0.1622
H 0.0240 0.1514 0.3759
H 0.2478 -0.1085 -0.2980

Atom charges from the Mulliken analysis, given in e for atoms 1 to 6:
1 N -0.10
2 C -0.61
3 C -0.68
4 C -0.04
5 C -0.36
6 C -0.17

---

The ion C5H12N2 with charge -1 in a non-equilibrium geometry, computed with the ωB97M-V functional and the def2-TZVPD basis.

The calculation puts the LUMO energy (spin up / spin down) at 3.63 / 3.61 eV. The spin multiplicity is 2. The HOMO energy (spin up / spin down) comes out at 0.3 / -0.9 eV. The charge is -1.

CARTESIAN COORDINATES (ANGSTROEM)
1 N -2.254 -1.183 -1.509
2 N 2.994 1.971 0.151
3 C 0.974 0.668 0.514
4 C 2.362 0.745 0.516
5 C -2.475 -0.717 -0.064
6 C 0.194 -0.445 -0.092
7 C -1.182 -0.801 0.667
8 H -3.073 -1.078 -2.054
9 H 0.666 1.190 1.319
10 H -1.124 -1.751 1.077
11 H 3.003 2.249 -0.764
12 H -2.395 -2.283 -1.477
13 H 2.938 -0.164 0.795
14 H -0.254 -0.225 -1.047
15 H -1.194 -0.291 1.665
16 H -2.955 0.306 0.003
17 H 2.295 2.524 0.516
18 H 0.874 -1.234 -0.201
19 H -3.194 -1.459 0.426

Force components x, y, z for each atom (eV/Å):
N -0.4344 -3.1701 1.3491
N 2.3948 -1.0145 3.4367
C 0.1854 -0.8202 -1.9008
C 1.2285 -2.6415 -1.1315
C -1.6205 -0.5166 -0.8137
C -2.7782 1.4568 1.3073
C 2.2922 1.2529 1.4463
H -1.2843 1.2533 -0.6336
H -2.5822 2.0826 2.5653
H 0.3286 -2.5397 0.2560
H -0.1025 -0.0187 -3.4141
H 1.1996 2.4703 0.3212
H 0.4239 0.5735 -0.7039
H 0.6780 0.2557 -0.8925
H -0.2527 0.5526 -0.9731
H 0.6220 -1.0293 -0.5661
H -1.5342 2.6193 1.0280
H 0.6805 -1.9439 -0.2733
H 0.5556 1.1775 -0.4073

Atom charges from the Mulliken analysis, given in e for atoms 1 to 6:
1 N -0.66
2 N -1.03
3 C -0.78
4 C -0.44
5 C -0.48
6 C -0.63

---

The molecule C5H12N2 in a non-equilibrium geometry, computed with the ωB97M-V functional and the def2-TZVPD basis.

The calculation puts the LUMO energy at 0.80 eV. The HOMO energy comes out at -6.7 eV. The charge is 0.

CARTESIAN COORDINATES (ANGSTROEM)
1 N 1.530 0.610 0.060
2 N -0.938 0.102 -0.260
3 C 1.465 -0.553 0.591
4 C -1.953 0.608 0.647
5 C -1.464 -0.408 -1.515
6 C 2.727 -1.137 1.151
7 C 0.471 1.257 -0.484
8 H 2.584 -1.362 2.212
9 H -2.201 -1.200 -1.342
10 H -0.644 -0.817 -2.104
11 H 0.146 2.142 0.064
12 H -0.172 -0.655 0.269
13 H -2.472 1.475 0.223
14 H -1.947 0.385 -2.097
15 H -1.478 0.913 1.579
16 H 3.599 -0.483 1.041
17 H -2.702 -0.160 0.871
18 H 0.515 1.376 -1.567
19 H 2.935 -2.092 0.660

Force components x, y, z for each atom (eV/Å):
N 1.2632 0.0555 0.2596
N 1.3411 0.5468 0.0469
C -1.0459 0.0190 -0.2427
C 0.0879 0.0928 -0.0181
C 0.0900 0.0882 -0.0262
C 0.0528 0.0558 -0.0156
C -1.8067 -1.5276 0.3078
H -0.0176 -0.0204 -0.0444
H 0.0783 0.0433 0.0484
H -0.0126 -0.0333 0.0085
H -0.0650 -0.0295 -0.1576
H 0.0998 0.6750 -0.2974
H 0.0372 -0.0481 0.0019
H 0.0271 -0.0264 0.0478
H -0.0144 -0.0300 0.0153
H -0.0552 0.0307 -0.0269
H 0.0965 0.0058 -0.0321
H -0.1216 0.0860 0.0900
H -0.0349 0.0165 0.0346

Atom charges from the Mulliken analysis, given in e for atoms 1 to 6:
1 N -0.25
2 N 0.05
3 C -0.37
4 C -1.02
5 C -1.02
6 C -0.94

---

These records have E_tot values of -252.10956 -252.15069 -251.67545 -251.53566 -307.02275 -307.08722 Ha, in the order they appear.
These records have relative energy (zero: lowest compared OMol25 entry of this formula, charge and spin) values of 319.2 211.2 118.3 485.3 366.1 373.1 kJ/mol, in the order they appear.